No. 1
# C34H27BrN13OReSeTe

A structure of composition C34H27BrN13OReSeTe in a non-equilibrium geometry (ωB97M-V with the def2-TZVPD basis set, OMol25).

Structure (XYZ):
```
79
Properties=species:S:1:pos:R:3:mulliken_charge:R:1
Re 0.39581 -0.61995 0.31826 1.166
Br -3.35304 5.90757 1.14604 -0.161
C -2.19252 4.42585 1.07160 -0.263
C -0.82379 4.59432 1.36064 -0.517
C 0.01466 3.51286 1.37837 -0.685
C -0.44621 2.22191 1.06305 0.493
O 0.40216 1.21825 1.18477 -0.767
C -1.80155 2.08259 0.69207 0.251
C -2.35340 0.83884 0.38366 0.094
N -1.68362 -0.26320 0.16314 0.480
C -2.40460 -1.49595 0.18822 -1.754
C -3.57395 -1.78788 -0.45345 -0.216
C -4.20083 -3.03355 -0.22381 -1.171
C -3.68415 -3.92788 0.67200 -0.772
C -2.45136 -3.65750 1.31430 1.459
C -1.81285 -4.52702 2.23273 -0.733
C -0.60533 -4.17370 2.76623 -0.920
C 0.02178 -2.98593 2.35807 -0.171
N -0.53699 -2.15396 1.48271 -0.145
C -1.79669 -2.46339 1.01073 1.590
C -2.67261 3.19716 0.75720 -0.896
H -0.44592 5.58293 1.58624 0.443
H 1.05848 3.62005 1.64542 0.497
H -3.44040 0.77350 0.38454 0.548
H -4.01969 -1.07309 -1.13614 0.579
H -5.11418 -3.26745 -0.75482 0.461
H -4.20348 -4.85228 0.89266 0.461
H -2.29480 -5.45786 2.50909 0.497
H -0.09953 -4.80414 3.48344 0.467
H 1.00725 -2.71104 2.71536 0.756
H -3.72812 3.06062 0.55461 0.495
N 3.55095 0.88704 -0.18840 -0.033
C 3.37407 0.04759 0.87994 0.348
N 4.24752 -0.11893 1.83712 -0.526
N 3.71293 -1.06495 2.64747 -0.814
N 2.58085 -1.45249 2.20433 -0.447
N 2.30649 -0.76400 1.04762 0.630
C 2.69532 0.86045 -1.24474 0.225
N 2.96538 1.22223 -2.48313 -0.887
N 1.87873 0.86657 -3.19316 -0.576
N 0.99972 0.34487 -2.43375 0.552
N 1.46099 0.33890 -1.16513 0.249
H 4.44215 1.34723 -0.29015 0.279
C -3.84797 1.93522 -3.11488 -0.872
N -2.72493 1.40096 -3.85166 0.429
C -1.42147 1.77098 -3.68836 -0.495
Se -0.75063 3.00322 -2.51725 -0.194
N -0.70169 1.05969 -4.58583 0.181
C -1.52876 0.22876 -5.33462 0.221
C -1.27030 -0.66358 -6.36216 -0.685
C -2.36256 -1.30140 -6.93422 -0.642
C -3.66140 -1.05794 -6.48693 -0.670
C -3.91588 -0.17464 -5.44550 -0.759
C -2.82251 0.46063 -4.88031 0.792
H -3.46415 2.48213 -2.25786 0.135
H -4.49242 1.11750 -2.78685 0.300
H -4.42938 2.61729 -3.73543 0.364
H 0.30326 1.13348 -4.64061 0.245
H -0.25772 -0.83930 -6.70616 0.485
H -2.20618 -1.99530 -7.74966 0.418
H -4.48794 -1.56303 -6.96971 0.423
H -4.92345 0.01319 -5.09739 0.440
C -0.50276 -3.98963 -1.59501 -0.672
Te -0.27250 -1.88707 -2.03870 0.106
C 1.48041 -2.61590 -3.00986 -1.040
C 1.06665 -3.97063 -3.51985 0.528
C 1.63499 -4.53998 -4.65264 -0.879
C 1.24207 -5.80576 -5.06253 -0.640
C 0.27454 -6.50060 -4.34816 -0.643
C -0.31080 -5.92589 -3.22889 -0.796
C 0.08465 -4.66124 -2.80921 0.651
H -1.53527 -4.28549 -1.41721 0.418
H 0.08248 -4.21301 -0.69923 0.412
H 2.27230 -2.69070 -2.26287 0.535
H 1.80051 -1.93851 -3.79631 0.557
H 2.38085 -3.99200 -5.21665 0.480
H 1.68459 -6.24622 -5.94675 0.419
H -0.03418 -7.48729 -4.66957 0.414
H -1.07812 -6.46128 -2.68064 0.463
```

Summary:
2S+1: 2
Total charge: +1
Gap between HOMO and LUMO (spin up / spin down), hartree: 0.164 / 0.176
HOMO level (spin up / spin down), eV: -9.63 / -9.63

No. 2
# C7H2Cl3GeN2O7PtTe

A structure of composition C7H2Cl3GeN2O7PtTe in a non-equilibrium geometry (ωB97M-V with the def2-TZVPD basis set, OMol25).

Structure (XYZ):
```
24
Properties=species:S:1:pos:R:3:mulliken_charge:R:1
Pt 1.06602 2.78177 -1.02297 1.355
O 0.76552 1.09417 2.94673 -0.603
C 0.47942 1.27697 1.78223 0.324
O 0.68492 2.31917 1.11003 -0.833
C -0.23778 0.08117 1.10803 0.347
C -0.85888 -0.82063 1.93773 -0.452
C -1.56498 -1.90183 1.41343 -0.169
C -1.62698 -2.08873 0.04043 -0.278
C -0.99868 -1.19673 -0.79747 -0.283
C -0.24308 -0.06353 -0.32077 0.792
O 0.35452 0.66737 -1.14367 -0.778
N -1.06798 -1.41333 -2.22837 0.973
O -0.27888 -0.84793 -2.94277 -0.549
O -1.95268 -2.15263 -2.59867 -0.598
N -2.22748 -2.83663 2.29603 1.046
O -2.20618 -2.59693 3.47973 -0.587
O -2.75148 -3.79603 1.77843 -0.595
H -0.81528 -0.68693 3.01093 0.607
H -2.15708 -2.93753 -0.37317 0.598
Te -0.50298 4.57867 -1.88947 0.084
Cl 3.55492 0.89687 -2.78427 -0.290
Ge 3.46672 2.74247 -1.64037 0.474
Cl 4.09702 4.29877 -3.00487 -0.313
Cl 5.02132 2.60197 -0.15697 -0.273
```

Summary:
2S+1: 6
Gap between HOMO and LUMO (spin up / spin down), hartree: 0.273 / 0.191
HOMO level (spin up / spin down), eV: -8.95 / -9.95
Energy relative to the best compared isomer or geometry (same formula, charge and spin), kcal per mole: 22.4